1.
{
  "formula": "CH7N2OPS",
  "method": "ωB97M-V/def2-TZVPD",
  "total_energy_ha": -966.55476,
  "total_charge": 0,
  "orbital_gap_ha": 0.3007,
  "smiles": "NP=S.C=O.N",
  "de_lowest_kcal_mol": 50.5,
  "elements": ["C", "N", "N", "O", "P", "S", "H", "H", "H", "H", "H", "H", "H"],
  "coordinates": [[-0.634, -3.090, -0.541], [0.353, 1.028, -1.494], [-0.657, 1.814, 1.419], [-0.874, -2.931, 0.638], [0.971, 2.212, 1.846], [1.923, 0.523, 2.334], [-0.950, -3.767, -1.283], [1.033, 1.217, -2.245], [-0.005, -2.360, -0.954], [0.761, 0.230, -1.009], [0.292, 1.822, -0.821], [-1.343, 2.402, 1.116], [-0.869, 0.898, 0.997]],
  "nbo_charge": [0.28, -1.09, -1.14, -0.49, 0.82, -0.48, 0.12, 0.37, 0.09, 0.36, 0.36, 0.39, 0.41]
}



2.
{
  "formula": "CH7N2S",
  "method": "ωB97M-V/def2-TZVPD",
  "total_energy_ha": -549.92011,
  "total_charge": 0,
  "orbital_gap_ha": [0.3725, 0.2383],
  "multiplicity": 2,
  "de_lowest_kcal_mol": 3.1,
  "s_squared": 0.753,
  "elements": ["S", "H", "N", "C", "N", "H", "H", "H", "H", "H", "H"],
  "coordinates": [[3.298, 0.476, -0.011], [3.900, 1.443, 0.691], [0.014, 0.130, -0.883], [-0.641, -0.502, 0.290], [-2.078, -0.375, 0.314], [1.007, -0.052, -0.772], [-0.104, 1.125, -0.721], [-0.200, -0.071, 1.196], [-0.378, -1.558, 0.349], [-2.471, -1.093, -0.286], [-2.348, 0.477, -0.167]],
  "nbo_charge": [-0.10, 0.10, -0.84, -0.05, -0.82, 0.35, 0.34, 0.14, 0.17, 0.35, 0.35]
}



3.
{
  "formula": "CH7N3O",
  "method": "ωB97M-V/def2-TZVPD",
  "total_energy_ha": -281.68153,
  "total_charge": 0,
  "orbital_gap_ha": 0.3771,
  "smiles": "NNNCO",
  "de_lowest_kcal_mol": 105.6,
  "elements": ["C", "N", "N", "N", "O", "H", "H", "H", "H", "H", "H", "H"],
  "coordinates": [[0.894, 0.752, -0.785], [-1.342, -0.740, 1.634], [0.006, -0.419, -0.535], [-1.428, -0.204, 0.373], [2.180, 0.411, -0.467], [0.764, 0.943, -1.830], [0.690, 1.784, -0.342], [-1.549, -1.660, 1.565], [-0.552, -0.533, 2.268], [-0.335, -0.650, -1.471], [-1.600, 0.842, 0.316], [2.273, -0.526, -0.726]],
  "nbo_charge": [0.06, -0.63, -0.57, -0.31, -0.71, 0.13, 0.16, 0.35, 0.35, 0.35, 0.34, 0.47]
}



4.
{
  "formula": "CH7N3O",
  "method": "ωB97M-V/def2-TZVPD",
  "total_energy_ha": -281.75655,
  "total_charge": 0,
  "orbital_gap_ha": 0.3483,
  "smiles": "N=C(N)N.O",
  "de_lowest_kcal_mol": 58.5,
  "elements": ["N", "C", "N", "N", "H", "H", "H", "H", "H", "H", "H", "O"],
  "coordinates": [[-1.875, -0.643, 0.259], [-0.578, -0.176, 0.732], [-0.193, -0.487, 2.013], [0.053, 0.520, -0.182], [-1.572, -1.124, -0.622], [-2.236, -1.338, 0.894], [-0.371, -1.305, 2.548], [0.432, 0.331, 2.210], [-0.510, 1.389, -0.572], [1.371, 0.548, -1.812], [2.987, 0.456, -1.980], [2.184, 0.796, -2.461]],
  "nbo_charge": [-0.83, 0.63, -0.84, -0.93, 0.39, 0.35, 0.42, 0.43, 0.40, 0.50, 0.46, -0.98]
}



Question: What is the formula in the first record?
Answer: CH7N2OPS